Entry 1:
This record from the Open Molecules 2025 dataset describes 2 unconnected molecules or ions with the total composition C3H10N2S at a distorted geometry. The level of theory is ωB97M-V/def2-TZVPD.

Its SMILES is [H]/N=C/N.CSC. Its total energy is -17087.96168 eV. Its largest force on an atom is 1.7 eV/A. As for the energy above the lowest of the compared OMol25 structures with the same formula, charge and spin: 14.82 kcal per mole. Its gap between HOMO and LUMO is 9.05 eV.

Structure (XYZ):
```
16
Properties=species:S:1:pos:R:3:forces:R:3
S 0.6002 0.4511 -2.9788 -0.2 -0.8 0.1
N 0.0502 -1.7700 1.9441 0.4 0.3 0.0
N -1.5193 -0.2803 2.7134 0.2 -0.2 0.5
C 1.0207 1.7356 -1.7848 0.5 0.8 -1.1
C -0.2251 -0.6270 2.4269 -0.8 0.1 -0.9
C -0.0815 -0.8331 -1.8760 -0.4 1.6 0.3
H 2.0711 1.9180 -1.9819 0.3 0.1 0.5
H 0.4691 0.2039 2.5514 0.2 -0.1 0.1
H 0.8606 1.5711 -0.7250 -0.2 -0.4 -0.1
H 0.5203 2.6452 -2.1297 -0.2 -0.1 0.4
H -1.7774 0.6785 2.6642 0.0 0.5 0.1
H -2.2356 -0.9224 2.4378 -0.1 -0.3 -0.1
H -0.8089 -0.2647 -1.2890 -0.2 -0.4 0.1
H 1.0303 -1.7652 1.6776 0.1 -0.4 0.3
H 0.6524 -1.1982 -1.1636 0.1 -0.5 -0.4
H -0.6272 -1.5424 -2.4866 0.3 -0.4 0.1
```
Positions in Å, forces in eV/Å.

Charge distribution, Mulliken scheme, values in e:
1 S -0.09
2 N -0.70
3 N -0.49
4 C -0.72
5 C 0.13
6 C -0.70
7 H 0.27
8 H 0.36
9 H 0.22
10 H 0.27
11 H 0.22
12 H 0.25
13 H 0.21
14 H 0.24
15 H 0.21
16 H 0.33

Entry 2:
This record from the Open Molecules 2025 dataset describes 2 unconnected molecules or ions with the total composition C2H4N4O2 at a distorted geometry. The level of theory is ωB97M-V/def2-TZVPD.

Its total energy is -12190.69293 eV. Its largest force on an atom is 3.1 eV/A. As for the energy above the lowest of the compared OMol25 structures with the same formula, charge and spin: 64.45 kcal per mole. Its gap between HOMO and LUMO is 8.41 eV.

Structure (XYZ):
```
12
Properties=species:S:1:pos:R:3:forces:R:3
O 0.8208 -0.9248 -1.6037 0.0 0.0 -0.7
O 2.1799 0.3615 2.0047 -0.5 -1.3 -0.5
N 0.6227 -1.5973 0.6003 0.0 -0.9 -0.4
N -1.0856 -0.1019 -0.3913 -0.8 -0.7 -0.6
N 0.2080 1.1296 0.9819 0.0 -0.7 -0.2
N -1.2243 0.4342 -1.4840 0.3 0.0 -0.2
C 0.3007 -1.0872 -0.5303 0.5 0.6 1.1
C 1.1578 0.4776 1.4555 0.6 2.8 1.1
H -0.1492 -1.6800 1.2502 -0.1 0.3 -0.1
H -2.0470 0.9929 -1.7065 0.2 0.1 0.2
H -0.4392 0.2847 -2.1714 -0.2 -0.1 0.2
H -0.3446 1.7107 1.5945 0.2 0.0 0.1
```
Positions in Å, forces in eV/Å.

Charge distribution, Mulliken scheme, values in e:
1 O -0.64
2 O -0.36
3 N -0.78
4 N -0.20
5 N -0.50
6 N 0.01
7 C 0.80
8 C 0.62
9 H 0.28
10 H 0.23
11 H 0.29
12 H 0.25

Entry 3:
This record from the Open Molecules 2025 dataset describes a molecular structure, C24H54MgN6O7 at a distorted geometry. The level of theory is ωB97M-V/def2-TZVPD.

Its total energy is -54483.02830 eV. Its largest force on an atom is 3.4 eV/A. Its gap between HOMO and LUMO is 7.71 eV.

Structure (XYZ):
```
92
Properties=species:S:1:pos:R:3:forces:R:3
Mg 1.5978 -17.7270 4.9296 -1.0 0.1 0.4
O -0.2330 -18.6744 5.5715 1.0 -0.1 0.2
O 2.2450 -19.0355 3.7189 -0.2 -1.2 -0.8
O 3.0301 -17.8202 6.4973 -0.6 0.4 -0.1
O 0.8118 -15.9547 4.8419 0.9 0.1 0.7
O 1.1076 -14.3265 1.4619 -1.8 -2.0 0.8
O -1.8791 -20.2978 8.7585 0.8 1.0 -0.1
O 6.6069 -17.0451 3.6139 -2.0 0.2 0.0
N -2.0891 -19.8612 5.6185 -1.6 -0.9 -0.2
N 1.6025 -20.3081 3.3506 -0.1 2.2 0.6
N 0.0088 -18.9881 8.9015 -0.1 2.4 1.1
N 5.0423 -15.6378 2.7023 0.5 -0.2 -0.4
N -0.6680 -15.7990 1.2531 0.1 -0.2 1.5
N 5.1406 -18.2846 7.2147 0.3 0.5 1.0
C 3.8715 -21.4279 3.0971 0.4 0.0 -1.1
C 5.1360 -17.3420 8.3402 0.1 -0.2 -0.7
C 5.9732 -15.1719 1.7161 0.0 0.8 -1.7
C 2.4881 -21.3924 3.7157 -0.5 -0.7 0.6
C 4.1340 -18.3488 6.3694 0.4 -0.9 -1.0
C -1.3125 -19.2033 8.8528 -1.3 -1.0 -0.3
C -2.8003 -21.0909 5.3642 1.1 -0.1 0.4
C 0.2089 -21.5435 1.8993 -0.7 -0.5 0.8
C 1.0018 -22.7866 2.1435 0.9 -0.4 -0.3
C 3.6471 -15.3378 2.5209 -0.6 0.8 1.7
C 2.6394 -21.3471 5.2609 0.7 2.3 -0.1
C 1.7387 -22.7173 3.4438 -0.4 -0.6 1.9
C 0.0004 -19.0891 1.9220 -1.3 0.4 0.6
C -0.7896 -19.7808 5.4597 0.5 1.3 -0.6
C 6.3764 -18.8479 6.7786 2.6 -0.5 -0.6
C 5.4292 -16.6613 3.4582 1.2 -0.8 0.8
C -2.9207 -18.7022 5.7462 0.0 -0.7 2.4
C 0.2766 -15.1494 1.9469 1.9 2.5 -1.4
C 0.9700 -20.2620 2.0242 0.2 1.0 -0.2
C -1.7457 -16.3994 1.9956 -1.4 -0.1 0.1
C -0.8286 -15.5652 -0.1147 0.9 1.3 -1.2
C 0.9327 -19.9376 8.4808 1.6 -1.0 0.0
C 0.5013 -17.6014 9.0005 -1.0 0.5 -1.8
C 1.8551 -20.0005 0.8205 3.2 -1.2 0.2
H 1.0083 -22.7937 4.2996 0.3 -0.1 -0.8
H 1.7710 -22.8487 1.3723 -0.1 -0.3 -0.4
H -2.6354 -15.7260 2.2223 0.9 -0.5 -0.9
H 1.7881 -20.0892 9.1701 -0.4 0.2 -0.3
H 2.4313 -23.5907 3.5819 -0.4 0.8 -0.2
H 0.3601 -23.6811 2.0880 0.3 0.3 0.0
H -3.3613 -18.4136 4.8643 -1.0 0.4 -2.5
H 4.4151 -18.9650 5.4844 -0.6 0.4 0.2
H 3.1653 -15.9515 1.7956 -0.3 -0.4 -0.7
H 0.5325 -17.1516 7.9700 0.0 -0.3 0.7
H 3.4856 -14.2820 2.3120 0.2 -0.1 -0.5
H -1.9180 -18.2761 8.8414 0.2 0.0 0.4
H 3.5291 -20.7168 5.5764 -1.1 -0.9 -0.4
H 1.3356 -19.8251 -0.0843 -1.0 -0.1 -0.8
H -0.2523 -20.6673 5.0897 -0.1 0.0 0.4
H -0.9356 -16.4647 -0.6772 -0.5 -0.8 -0.4
H 4.5191 -22.0824 3.6799 0.3 0.6 0.5
H 5.8638 -14.0730 1.5831 0.3 -0.6 0.3
H 1.2761 -19.7074 7.4891 0.6 0.4 -0.5
H 7.1278 -19.0693 7.5828 -1.0 0.7 -0.4
H -0.9056 -19.2046 2.5851 0.9 0.1 -0.4
H 1.5038 -17.4784 9.3851 0.1 -0.6 0.4
H -3.3206 -21.4757 6.2310 0.1 0.0 0.4
H -1.4400 -16.6601 2.9934 0.6 -0.3 0.3
H 2.7875 -22.3363 5.5687 0.5 -1.5 0.8
H -0.6255 -21.5298 2.6170 0.0 0.1 -0.2
H 4.2333 -20.4073 2.8966 0.2 -0.4 0.6
H 4.5338 -17.1285 3.9345 0.6 -0.1 0.2
H -2.0645 -17.3185 1.4728 -0.1 0.5 0.3
H 3.9288 -21.9463 2.1360 -0.5 0.1 -0.3
H 2.5741 -20.8662 0.6133 -0.8 1.2 0.3
H -2.0062 -21.7549 5.0556 -0.3 -0.8 -0.2
H 6.3139 -19.8061 6.2782 -0.8 -0.4 0.0
H 0.4298 -20.8493 8.3566 -0.7 -1.5 0.2
H -0.3947 -19.0072 0.8784 0.3 -0.1 0.8
H 0.0911 -15.0782 -0.4820 -0.4 -0.1 0.2
H -0.2014 -17.0005 9.5773 0.1 -0.1 0.1
H -1.6502 -14.8767 -0.2482 -0.5 0.1 -0.6
H 0.2500 -15.3752 2.9881 0.2 -0.2 1.1
H 3.1099 -15.4351 3.4889 0.3 -0.3 -0.5
H 6.9944 -15.4811 1.9441 -0.3 0.3 0.3
H -3.5290 -20.9434 4.6009 -0.4 0.1 -0.9
H 4.1287 -17.3421 8.6413 -1.3 0.4 0.6
H 1.7579 -20.9464 5.8023 0.4 -0.2 -0.6
H -3.7420 -18.8523 6.4676 0.5 -0.2 0.0
H 2.4615 -19.0823 0.9477 -0.1 -0.5 0.3
H -0.1712 -21.6206 0.9158 -0.8 0.1 -1.1
H 6.8289 -18.2317 5.9866 0.2 0.2 0.5
H 5.7155 -17.7141 9.1802 0.3 0.1 -0.2
H 5.7403 -15.5992 0.7018 0.0 0.2 0.8
H 0.5258 -18.1500 2.1700 -0.3 -0.4 -0.1
H 1.1786 -15.1709 5.3041 -0.4 -0.9 -0.6
H -2.2977 -17.9174 6.0452 0.7 1.4 0.7
H 5.3937 -16.3127 8.0313 0.2 -0.6 0.1
```
Positions in Å, forces in eV/Å.

Charge distribution, Mulliken scheme, values in e:
1 Mg 2.81
2 O -1.31
3 O 0.54
4 O -1.27
5 O -0.88
6 O -0.71
7 O -0.61
8 O -0.73
9 N 0.61
10 N 0.87
11 N 0.25
12 N 0.12
13 N 0.44
14 N 0.32
15 C -1.88
16 C -0.80
17 C -0.98
18 C 1.43
19 C -0.30
20 C 0.05
21 C -1.09
22 C -1.31
23 C -0.88
24 C -0.86
25 C -0.99
26 C -1.21
27 C -2.01
28 C 0.83
29 C -0.99
30 C 0.29
31 C -1.33
32 C 0.18
33 C 1.81
34 C -0.74
35 C -1.09
36 C -1.06
37 C -0.82
38 C -1.71
39 H 0.35
40 H 0.36
41 H 0.26
42 H 0.40
43 H 0.36
44 H 0.43
45 H 0.46
46 H 0.40
47 H 0.37
48 H 0.16
49 H 0.39
50 H 0.35
51 H -0.17
52 H 0.61
53 H -0.72
54 H 0.30
55 H 0.47
56 H 0.28
57 H 0.08
58 H 0.31
59 H 0.23
60 H 0.21
61 H 0.26
62 H -0.01
63 H 0.80
64 H 0.25
65 H 0.17
66 H 0.16
67 H 0.38
68 H 0.45
69 H 0.26
70 H 0.33
71 H 0.35
72 H 0.40
73 H 0.61
74 H 0.33
75 H 0.42
76 H 0.37
77 H 0.30
78 H 0.08
79 H 0.33
80 H 0.38
81 H 0.15
82 H -0.29
83 H 0.29
84 H 0.12
85 H 0.42
86 H 0.35
87 H 0.36
88 H 0.31
89 H 0.08
90 H -0.03
91 H 0.41
92 H 0.29

Entry 4:
This record from the Open Molecules 2025 dataset describes a molecular structure, C21H18AuINO2Te. The level of theory is ωB97M-V/def2-TZVPD.

Its spin multiplicity is 4. Its total energy is -46734.95679 eV. Its expectation value of S² is 3.781. Its largest force on an atom is 0.3 eV/A. Its gap between HOMO and LUMO (alpha / beta) is 5.20 / 5.73 eV.

Structure (XYZ):
```
45
Properties=species:S:1:pos:R:3:forces:R:3
Au 0.7108 -0.2555 -0.7969 -0.2 0.3 0.0
I 3.5211 -0.1049 -1.4876 0.0 -0.1 0.1
Te -1.0126 1.1522 -2.6045 0.0 0.0 -0.2
O 0.5538 1.8487 -0.4642 0.3 0.0 0.0
O -1.5698 -0.0374 0.8504 -0.1 -0.3 0.0
N 0.5687 2.2420 0.8443 -0.1 0.2 0.0
C 0.4880 2.7408 3.5807 0.0 0.0 -0.1
C -0.0784 -4.4651 -0.8921 -0.2 0.2 0.0
C -4.6679 3.5506 -0.4727 0.0 0.0 0.0
C 1.6586 2.2432 2.9527 -0.1 0.0 0.1
C 3.5934 -4.9108 -0.7535 -0.1 -0.1 0.0
C -2.5601 3.5439 -1.6340 0.0 0.0 0.0
C -4.6679 2.1622 -0.4599 0.0 0.0 0.0
C 0.9371 -2.2553 -1.0010 0.1 0.1 0.0
C 2.3262 -4.2831 -0.8424 0.0 0.1 0.0
C 4.6800 -2.7893 -1.0222 0.1 -0.2 0.0
C 2.2323 -2.8667 -0.9812 -0.1 -0.2 0.0
C -0.6496 2.9331 2.7671 0.1 0.0 0.1
C -3.6157 1.4580 -1.0302 0.0 0.0 0.0
C 4.7417 -4.1884 -0.8283 0.1 0.1 0.0
C 1.1409 -5.0579 -0.7998 0.1 -0.1 0.0
C -3.6094 4.2403 -1.0510 0.0 0.0 0.0
C -0.6154 2.6720 1.4284 0.1 0.0 0.0
C -2.5667 2.1503 -1.6274 0.0 -0.1 0.0
C 3.4696 -2.1729 -1.0914 -0.1 0.2 -0.1
C 1.6900 1.9927 1.6168 -0.1 -0.1 0.0
C -0.1754 -3.0565 -0.9878 0.0 -0.2 0.0
H 5.7050 -4.6764 -0.7548 0.0 0.0 0.0
H -1.3715 0.7268 1.4154 0.0 0.0 0.1
H -5.4919 4.0962 -0.0310 0.0 0.0 0.0
H -1.4485 2.8082 0.7552 0.1 0.1 0.0
H 2.5495 1.6161 1.0825 0.0 0.0 0.0
H -3.6014 5.3231 -1.0554 0.0 0.0 0.0
H -1.7315 4.0827 -2.0772 0.0 0.0 0.0
H 0.4613 2.9442 4.6407 0.0 0.0 0.0
H 1.2300 -6.1336 -0.6987 0.0 0.0 0.0
H 2.5555 2.0518 3.5274 0.0 0.0 0.0
H -3.6039 0.3774 -0.9952 0.0 0.0 0.0
H -1.7976 -0.7555 1.4491 0.1 0.0 0.1
H -1.1577 -2.6013 -1.0391 0.0 0.0 0.0
H -1.5765 3.3006 3.1900 0.0 0.0 0.0
H -5.4864 1.6231 0.0011 0.0 0.0 0.0
H 3.6297 -5.9868 -0.6256 0.0 0.0 0.0
H 5.5917 -2.2157 -1.1203 0.0 0.0 0.0
H -0.9791 -5.0671 -0.8762 0.0 0.0 0.0
```
Positions in Å, forces in eV/Å.

Charge distribution, Mulliken scheme, values in e:
1 Au 0.34
2 I -0.06
3 Te 0.27
4 O -0.68
5 O -0.39
6 N 0.36
7 C -0.56
8 C -0.83
9 C -0.43
10 C -0.57
11 C -0.84
12 C -0.38
13 C -0.56
14 C 0.29
15 C 0.90
16 C -0.66
17 C 0.50
18 C -0.45
19 C -0.16
20 C -0.55
21 C -0.78
22 C -0.50
23 C -0.61
24 C 0.18
25 C 0.17
26 C -0.22
27 C -0.33
28 H 0.38
29 H 0.30
30 H 0.39
31 H 0.54
32 H 0.27
33 H 0.37
34 H 0.35
35 H 0.39
36 H 0.35
37 H 0.37
38 H 0.29
39 H 0.24
40 H 0.45
41 H 0.39
42 H 0.37
43 H 0.35
44 H 0.37
45 H 0.37